1.
The following is a quantum chemistry calculation of C40H46N6RbSb as an isolated structure, from OMol25.

Geometry (Å):
Rb  -0.550  0.180  1.625
C  -3.065  -1.544  5.663
C  -2.567  -1.207  4.395
N  -1.384  -0.673  4.194
C  -0.589  -0.410  5.259
C  -1.002  -0.718  6.589
C  -2.276  -1.306  6.752
C  -0.181  -0.404  7.687
C  1.005  0.250  7.460
C  1.435  0.559  6.171
C  0.702  0.210  5.027
N  1.056  0.504  3.759
C  2.322  0.752  3.368
C  3.470  0.180  3.937
C  4.757  0.499  3.507
C  4.974  1.398  2.490
C  3.865  1.964  1.836
C  4.016  2.883  0.773
C  2.913  3.400  0.155
C  1.647  2.971  0.586
N  1.459  2.117  1.565
C  2.535  1.620  2.224
H  -4.053  -1.974  5.762
H  -3.172  -1.385  3.509
H  -2.616  -1.549  7.752
H  -0.506  -0.654  8.689
H  1.625  0.537  8.302
H  2.363  1.098  6.040
H  3.344  -0.534  4.740
H  5.604  0.033  3.998
H  5.974  1.683  2.185
H  5.018  3.162  0.467
H  3.000  4.113  -0.655
H  0.750  3.347  0.098
C  3.529  -2.334  -0.205
C  3.069  -1.682  -1.508
C  3.578  -2.485  -2.699
C  3.606  -0.251  -1.571
Sb  0.848  -1.502  -1.288
C  0.065  -3.611  -1.274
C  0.736  -4.561  -2.257
C  0.291  -4.090  0.160
C  -1.438  -3.563  -1.538
C  0.191  -0.564  -3.216
C  0.897  -1.084  -4.463
C  -1.316  -0.779  -3.358
C  0.465  0.929  -3.038
H  4.624  -2.358  -0.170
H  3.177  -3.364  -0.126
H  3.183  -1.776  0.669
H  4.670  -2.570  -2.632
H  3.348  -2.001  -3.645
H  3.170  -3.494  -2.723
H  4.684  -0.256  -1.374
H  3.139  0.398  -0.824
H  3.454  0.188  -2.559
H  1.785  -4.719  -2.008
H  0.669  -4.196  -3.284
H  0.241  -5.540  -2.220
H  1.351  -4.167  0.406
H  -0.152  -5.084  0.291
H  -0.179  -3.421  0.885
H  -1.657  -3.411  -2.593
H  -1.930  -2.775  -0.960
H  -1.891  -4.517  -1.245
H  0.882  -2.174  -4.512
H  1.933  -0.749  -4.500
H  0.396  -0.702  -5.361
H  -1.538  -1.784  -3.712
H  -1.725  -0.077  -4.096
H  -1.846  -0.630  -2.414
H  1.531  1.140  -2.951
H  -0.021  1.323  -2.140
H  0.087  1.484  -3.907
N  -5.298  4.892  -7.397
C  -5.097  4.482  -6.343
C  -4.839  3.966  -5.035
C  -5.859  3.878  -4.091
C  -5.602  3.368  -2.834
C  -4.321  2.942  -2.493
C  -3.298  3.039  -3.436
C  -3.555  3.541  -4.695
N  -4.062  2.412  -1.212
C  -4.882  2.447  -0.100
C  -4.214  1.784  0.882
N  -3.008  1.327  0.407
C  -2.947  1.720  -0.836
H  -6.856  4.207  -4.348
H  -6.410  3.290  -2.121
H  -2.290  2.736  -3.190
H  -2.759  3.614  -5.423
H  -5.833  2.946  -0.084
H  -4.520  1.606  1.899
H  -2.127  1.516  -1.502


2.
The following is a quantum chemistry calculation of C40H46NiP2Si as an isolated structure, from OMol25.

Calculated values
* expectation value of S²: 2.02
* 2S+1: 3

Geometry (Å):
Ni  1.050  -0.205  -1.515
C  -1.852  -0.007  4.443
C  -2.251  -0.192  3.131
C  -2.722  0.893  2.196
C  -1.618  1.814  1.602
C  -0.580  2.367  2.539
C  -0.880  2.644  3.873
C  -2.173  2.531  4.606
C  -2.310  1.155  5.326
C  1.775  -0.544  3.843
H  -1.094  -0.663  4.892
H  -2.186  -1.202  2.718
H  -3.509  1.441  2.746
H  -3.200  0.345  1.354
H  -1.020  1.235  0.866
H  -2.198  2.586  1.046
H  0.139  3.021  2.059
H  -0.097  3.067  4.488
H  -3.073  2.645  4.010
H  -2.294  3.231  5.445
H  -1.672  1.076  6.230
H  -3.383  0.932  5.600
H  1.821  -1.616  3.599
H  2.759  -0.068  3.745
H  1.145  -0.007  3.117
P  -0.005  -1.902  -3.722
P  1.615  0.379  -3.931
C  -0.895  -0.426  -4.298
C  -0.088  0.655  -4.474
C  -0.578  -3.106  -5.037
C  -1.705  -2.925  -5.850
C  -2.062  -3.872  -6.821
C  -1.273  -5.017  -7.011
C  -0.127  -5.192  -6.226
C  0.224  -4.248  -5.257
C  -1.084  -2.337  -2.315
C  -0.942  -1.398  -1.237
C  -1.604  -1.704  -0.033
C  -2.569  -2.698  0.014
C  -2.855  -3.458  -1.120
C  -2.098  -3.302  -2.291
C  2.409  0.872  -5.641
C  2.230  0.031  -6.760
C  2.748  0.351  -8.026
C  3.464  1.541  -8.221
C  3.630  2.407  -7.137
C  3.106  2.076  -5.870
C  1.933  1.949  -3.054
C  3.165  2.018  -2.371
C  3.469  3.149  -1.623
C  2.569  4.217  -1.571
C  1.340  4.137  -2.234
C  1.010  2.993  -2.969
H  -1.964  -0.451  -4.514
H  -0.367  1.565  -5.015
H  -2.331  -2.036  -5.751
H  -2.957  -3.722  -7.428
H  -1.555  -5.758  -7.762
H  0.493  -6.083  -6.375
H  1.126  -4.390  -4.661
H  -0.897  -0.266  -1.400
H  -1.302  -1.161  0.859
H  -3.137  -2.858  0.928
H  -3.676  -4.170  -1.094
H  -2.373  -3.882  -3.175
H  1.667  -0.901  -6.657
H  2.614  -0.324  -8.877
H  3.888  1.788  -9.201
H  4.182  3.344  -7.276
H  3.257  2.795  -5.067
H  3.834  1.154  -2.388
H  4.414  3.197  -1.084
H  2.818  5.109  -1.000
H  0.634  4.956  -2.189
H  0.033  2.908  -3.439
C  -1.151  0.726  8.524
Si  0.424  -0.168  8.116
C  1.854  0.756  8.876
C  0.226  -1.925  8.820
C  0.865  -0.275  6.333
C  1.251  -0.391  5.173
H  -1.280  0.789  9.611
H  -2.055  0.244  8.147
H  -1.156  1.756  8.165
H  1.840  0.745  9.969
H  2.803  0.328  8.531
H  1.819  1.799  8.537
H  -0.711  -2.389  8.465
H  1.066  -2.567  8.502
H  0.201  -1.909  9.923


3.
The following is a quantum chemistry calculation of C40H47ClGaNOPSi2 as an isolated structure, from OMol25.

Calculated values
* net charge: +1

Geometry (Å):
Ga  0.064  -0.322  -0.186
C  -1.511  0.799  0.219
Si  -1.947  0.401  1.966
C  -1.748  -1.491  1.839
N  -0.469  -1.941  1.182
C  -0.700  -3.293  0.589
C  -1.149  -4.334  1.609
C  -0.233  -4.323  2.850
C  1.001  -3.465  2.594
C  0.616  -2.036  2.242
C  -3.685  0.726  2.543
C  -4.770  0.160  1.865
C  -6.072  0.386  2.281
C  -6.313  1.191  3.388
C  -5.252  1.766  4.070
C  -3.948  1.534  3.649
C  -0.689  1.110  3.153
C  0.168  2.150  2.792
C  1.084  2.674  3.695
C  1.161  2.160  4.980
C  0.313  1.128  5.365
C  -0.603  0.616  4.459
H  -1.285  1.837  -0.036
H  -2.332  0.473  -0.431
H  -2.581  -1.839  1.216
H  -1.854  -2.006  2.796
H  0.238  -3.625  0.156
H  -1.427  -3.189  -0.217
H  -1.120  -5.305  1.112
H  -2.189  -4.172  1.890
H  0.062  -5.337  3.118
H  -0.772  -3.926  3.715
H  1.617  -3.905  1.806
H  1.638  -3.424  3.480
H  1.476  -1.473  1.906
H  0.236  -1.531  3.126
H  -4.605  -0.467  0.992
H  -6.899  -0.063  1.745
H  -7.329  1.370  3.715
H  -5.437  2.396  4.930
H  -3.129  1.991  4.194
H  0.123  2.566  1.790
H  1.739  3.483  3.397
H  1.876  2.566  5.684
H  0.362  0.731  6.372
H  -1.272  -0.177  4.786
Cl  0.817  -2.552  -2.007
C  1.883  -1.700  -3.112
C  2.948  -2.394  -3.654
C  3.775  -1.727  -4.547
C  3.530  -0.402  -4.875
C  2.460  0.272  -4.311
C  1.610  -0.373  -3.415
P  0.242  0.431  -2.566
C  -1.215  0.130  -3.598
C  -2.382  0.841  -3.314
C  -3.537  0.600  -4.040
C  -3.539  -0.357  -5.047
C  -2.382  -1.067  -5.330
C  -1.221  -0.826  -4.609
C  0.546  2.205  -2.606
C  0.196  2.978  -3.713
C  0.473  4.336  -3.722
C  1.096  4.925  -2.628
C  1.441  4.160  -1.523
C  1.167  2.800  -1.507
H  3.117  -3.428  -3.387
H  4.614  -2.251  -4.986
H  4.182  0.114  -5.568
H  2.288  1.314  -4.552
H  -2.388  1.597  -2.537
H  -4.435  1.164  -3.821
H  -4.442  -0.543  -5.614
H  -2.378  -1.809  -6.118
H  -0.322  -1.380  -4.848
H  -0.303  2.521  -4.560
H  0.200  4.935  -4.580
H  1.310  5.985  -2.637
H  1.924  4.622  -0.672
H  1.447  2.198  -0.649
C  4.245  0.649  -1.154
Si  3.408  0.002  0.383
C  4.020  -1.737  0.706
C  3.828  1.110  1.825
O  1.773  -0.004  0.230
H  5.325  0.707  -0.986
H  3.899  1.653  -1.417
H  4.087  -0.002  -2.016
H  5.114  -1.749  0.699
H  3.681  -2.436  -0.066
H  3.700  -2.125  1.676
H  4.909  1.163  1.982
H  3.368  0.751  2.750
H  3.468  2.129  1.655


4.
The following is a quantum chemistry calculation of C40H47FN2OSSi2Te4V as an isolated structure, from OMol25.

Calculated values
* expectation value of S²: 0.86
* net charge: -2
* 2S+1: 2

Geometry (Å):
V  -0.918  -0.104  0.740
C  -0.143  -3.694  0.551
Si  -0.266  -2.026  -0.416
C  1.508  -1.254  -0.088
N  1.629  -0.866  1.361
C  1.376  0.604  1.501
C  2.430  1.333  2.344
C  3.842  1.116  1.794
C  4.077  -0.366  1.429
C  2.927  -1.245  1.925
C  0.185  -4.877  -0.312
C  1.507  -5.235  -0.583
C  1.808  -6.300  -1.420
C  0.789  -7.018  -2.030
C  -0.531  -6.677  -1.766
C  -0.828  -5.625  -0.915
C  -0.438  -2.385  -2.251
C  -1.522  -3.068  -2.812
C  -1.666  -3.194  -4.185
C  -0.717  -2.654  -5.041
C  0.379  -1.984  -4.511
C  0.502  -1.836  -3.136
H  0.668  -3.514  1.259
H  -1.062  -3.890  1.099
H  1.729  -0.426  -0.764
H  2.204  -2.055  -0.365
H  0.414  0.820  2.028
H  1.363  1.109  0.526
H  2.364  0.983  3.375
H  2.175  2.393  2.351
H  4.563  1.440  2.547
H  3.987  1.747  0.915
H  5.017  -0.727  1.851
H  4.144  -0.485  0.347
H  2.858  -1.210  3.014
H  3.102  -2.286  1.659
H  2.312  -4.682  -0.112
H  2.843  -6.567  -1.595
H  1.022  -7.835  -2.700
H  -1.340  -7.226  -2.228
H  -1.862  -5.389  -0.698
H  -2.276  -3.515  -2.176
H  -2.539  -3.700  -4.574
H  -0.839  -2.734  -6.113
H  1.126  -1.554  -5.166
H  1.340  -1.269  -2.755
C  -1.159  2.927  2.219
Si  -2.376  1.448  1.952
C  -3.747  1.497  3.261
C  -3.294  2.310  0.506
N  -1.419  -0.099  2.651
C  -0.845  -0.436  3.826
C  -0.257  0.458  4.747
C  0.375  0.026  5.908
C  0.453  -1.321  6.221
C  -0.139  -2.239  5.351
C  -0.767  -1.796  4.214
F  -1.339  -2.714  3.407
H  -1.756  3.809  2.466
H  -0.612  3.145  1.297
H  -0.432  2.795  3.021
H  -4.452  2.302  3.055
H  -3.296  1.694  4.238
H  -4.281  0.551  3.326
H  -2.844  2.148  -0.475
H  -3.233  3.381  0.720
H  -4.344  2.021  0.459
H  -0.305  1.516  4.535
H  0.813  0.762  6.572
H  0.946  -1.658  7.122
H  -0.137  -3.301  5.557
Te  -4.334  -0.520  -2.000
Te  -7.666  -4.121  -1.876
Te  -5.486  -2.947  -0.759
Te  -2.963  -1.346  0.187
O  -0.880  0.450  -0.884
S  0.648  2.429  -1.544
C  -0.742  3.164  -2.375
C  -1.604  2.315  -3.063
C  -2.774  2.820  -3.608
C  -3.097  4.162  -3.466
C  -2.229  5.008  -2.789
C  -1.054  4.514  -2.244
C  1.855  3.741  -1.725
C  2.291  4.418  -0.591
C  3.283  5.388  -0.684
C  3.846  5.689  -1.914
C  3.409  5.022  -3.054
C  2.423  4.053  -2.959
H  -1.382  1.259  -3.114
H  -3.454  2.144  -4.108
H  -4.026  4.543  -3.869
H  -2.482  6.051  -2.650
H  -0.388  5.170  -1.700
H  1.845  4.182  0.368
H  3.611  5.907  0.207
H  4.627  6.436  -1.986
H  3.843  5.255  -4.018
H  2.084  3.522  -3.839


5.
The following is a quantum chemistry calculation of C40H47MnN3O3SSe as an isolated structure, from OMol25.

Calculated values
* expectation value of S²: 6.05
* net charge: -1
* 2S+1: 5

Geometry (Å):
Mn  -0.366  -2.455  -1.098
C  -5.436  2.059  2.260
C  -5.409  1.974  0.728
C  -4.901  3.308  0.185
C  -6.839  1.758  0.211
C  -4.523  0.809  0.293
C  -3.394  0.962  -0.492
C  -2.628  -0.146  -0.838
Se  -1.006  0.086  -1.834
C  0.083  0.678  -0.380
C  0.457  2.009  -0.307
C  1.229  2.459  0.758
C  1.588  1.511  1.711
C  1.239  0.162  1.671
C  0.446  -0.269  0.593
O  0.043  -1.524  0.475
C  1.750  -0.726  2.822
C  3.282  -0.614  2.899
C  1.139  -0.223  4.138
C  1.418  -2.216  2.697
C  1.677  3.911  0.916
C  1.121  4.479  2.229
C  1.184  4.787  -0.234
C  3.210  3.981  0.946
C  -2.960  -1.438  -0.435
O  -2.243  -2.489  -0.833
C  -4.103  -1.618  0.375
C  -4.839  -0.491  0.707
C  -4.495  -3.012  0.880
C  -3.355  -3.589  1.731
C  -4.783  -3.943  -0.308
C  -5.752  -2.976  1.751
H  -6.067  2.891  2.584
H  -4.429  2.213  2.654
H  -5.831  1.144  2.706
H  -5.564  4.112  0.516
H  -4.880  3.318  -0.907
H  -3.895  3.533  0.546
H  -7.486  2.581  0.525
H  -7.266  0.829  0.593
H  -6.850  1.705  -0.879
H  -3.074  1.937  -0.837
H  0.137  2.680  -1.093
H  2.186  1.845  2.551
H  3.619  0.408  3.078
H  3.736  -0.961  1.969
H  3.656  -1.238  3.715
H  1.398  0.818  4.337
H  1.497  -0.829  4.976
H  0.050  -0.298  4.103
H  1.825  -2.650  1.785
H  0.346  -2.400  2.702
H  1.866  -2.729  3.554
H  0.029  4.438  2.232
H  1.428  5.521  2.358
H  1.477  3.913  3.092
H  0.093  4.802  -0.291
H  1.570  4.444  -1.196
H  1.525  5.814  -0.083
H  3.624  3.396  1.769
H  3.543  5.016  1.068
H  3.630  3.591  0.017
H  -5.715  -0.621  1.328
H  -2.441  -3.694  1.152
H  -3.641  -4.575  2.110
H  -3.150  -2.940  2.586
H  -3.912  -4.048  -0.950
H  -5.611  -3.553  -0.905
H  -5.066  -4.933  0.061
H  -5.615  -2.361  2.644
H  -5.980  -3.992  2.080
H  -6.620  -2.602  1.203
N  -0.455  -4.320  -1.733
C  -0.508  -5.411  -2.142
N  -0.657  -6.566  -2.659
C  0.309  -7.475  -2.629
N  1.085  -8.333  -2.654
C  8.843  1.930  -5.716
C  7.609  1.226  -5.198
O  6.525  1.370  -5.685
S  7.965  0.179  -3.782
C  6.351  -0.397  -3.355
C  5.711  0.120  -2.231
C  4.463  -0.354  -1.865
C  3.833  -1.346  -2.620
C  4.478  -1.851  -3.746
C  5.731  -1.385  -4.110
C  2.536  -1.830  -2.224
C  1.438  -2.183  -1.852
H  8.774  2.021  -6.798
H  9.760  1.414  -5.434
H  8.862  2.931  -5.281
H  6.194  0.893  -1.647
H  3.956  0.043  -0.995
H  3.990  -2.620  -4.329
H  6.230  -1.787  -4.982


no.,E_tot (eV)
1,-58360.1809
2,-109716.6853
3,-135723.0240
4,-131439.3070
5,-160360.5048